Run one
Entry from OMol25: a molecular structure, C41H52KN8O5STe (ωB97M-V/def2-TZVPD).

## Properties
HOMO (spin up / spin down) ... -6.1714 / -6.7292 eV
2S+1 ... 2
Kohn-Sham gap (spin up / spin down) ... 5.1 / 5.7 eV

Cartesian coordinates (Å):
K  -1.262  0.327  0.324
C  4.410  -0.485  -7.310
C  3.864  -0.109  -5.954
C  2.798  -0.817  -5.478
C  2.312  -0.536  -4.192
C  1.068  -1.234  -3.655
C  2.883  0.465  -3.447
Te  2.028  0.863  -1.211
N  1.507  0.687  0.790
C  2.518  0.620  1.661
O  3.745  0.810  1.486
C  2.129  0.319  3.096
C  3.089  0.666  4.096
C  2.838  0.462  5.462
C  1.601  -0.010  5.849
C  0.687  -0.452  4.856
C  0.937  -0.263  3.531
C  1.998  3.022  -1.181
C  2.962  3.883  -0.541
C  4.108  3.440  0.326
C  2.867  5.252  -0.733
C  1.796  5.866  -1.332
C  1.686  7.344  -1.415
C  0.840  5.076  -1.929
C  0.924  3.665  -1.858
C  -0.066  2.861  -2.696
C  4.006  1.175  -3.890
C  4.766  2.258  -3.019
C  4.457  0.851  -5.134
H  5.329  0.076  -7.460
H  3.688  -0.096  -8.003
H  4.531  -1.567  -7.496
H  2.313  -1.567  -6.082
H  0.734  -2.115  -4.192
H  0.267  -0.488  -3.697
H  1.305  -1.484  -2.629
H  4.086  0.986  3.757
H  3.629  0.541  6.201
H  1.251  -0.084  6.840
H  -0.205  -0.962  5.163
H  0.208  -0.656  2.842
H  3.883  3.586  1.381
H  5.049  3.995  0.107
H  4.441  2.409  0.197
H  3.702  5.798  -0.249
H  2.169  7.766  -2.305
H  2.083  7.892  -0.562
H  0.580  7.556  -1.453
H  0.036  5.574  -2.529
H  -0.767  3.490  -3.217
H  -0.761  2.230  -2.112
H  0.549  2.258  -3.397
H  5.117  1.721  -2.087
H  4.147  3.145  -2.704
H  5.671  2.714  -3.509
H  5.366  1.448  -5.496
N  -4.527  1.262  1.821
C  -5.853  0.922  1.767
C  -5.951  -0.416  1.560
C  -4.608  -0.855  1.462
N  -3.736  0.112  1.649
H  -4.174  2.210  1.835
H  -6.699  1.630  1.849
H  -6.811  -1.046  1.450
H  -4.300  -1.862  1.348
C  -3.904  5.792  -0.835
C  -3.005  4.909  0.033
C  -2.180  5.156  1.127
C  -1.550  3.897  1.418
N  -1.960  2.976  0.562
N  -2.867  3.590  -0.286
C  -0.574  3.613  2.452
H  -4.886  6.002  -0.407
H  -4.057  5.325  -1.808
H  -3.430  6.733  -1.110
H  -2.070  6.041  1.731
H  -3.146  3.268  -1.193
H  -0.013  4.549  2.705
H  0.137  2.817  2.081
H  -0.972  3.186  3.407
C  -4.543  -8.877  2.756
C  -3.087  -8.806  2.360
S  -2.618  -7.068  2.261
O  -3.769  -6.378  1.687
O  -2.100  -6.638  3.569
C  -1.148  -6.948  1.128
C  -0.295  -5.748  1.384
N  -0.901  -4.494  0.831
C  -1.519  -3.519  1.560
N  -1.974  -2.569  0.760
C  -1.796  -2.942  -0.502
C  -0.981  -4.145  -0.499
N  -0.137  -4.620  -1.488
O  -0.335  -4.171  -2.628
O  0.776  -5.457  -1.148
C  -1.684  -3.522  3.015
H  -4.689  -9.643  3.509
H  -5.119  -9.169  1.847
H  -4.889  -7.900  3.117
H  -2.828  -9.162  1.380
H  -2.365  -9.342  2.988
H  -1.588  -6.970  0.091
H  -0.523  -7.831  1.329
H  0.703  -5.788  0.934
H  -0.150  -5.596  2.446
H  -2.022  -2.319  -1.318
H  -0.757  -3.142  3.486
H  -1.929  -4.455  3.530
H  -2.493  -2.760  3.182

Löwdin population analysis, charges in e, atoms 1 to 4:
1. K 0.602
2. C -0.054
3. C -0.288
4. C -0.025

=====

Run two
Entry from OMol25: a molecular structure, C41H52KN8O5STe (ωB97M-V/def2-TZVPD).

## Properties
HOMO (spin up / spin down) ... -4.0559 / -7.0043 eV
2S+1 ... 2
Kohn-Sham gap (spin up / spin down) ... 4.0 / 6.9 eV

Cartesian coordinates (Å):
K  1.766  -1.251  0.630
C  -0.932  6.186  -4.966
C  -0.977  4.789  -4.467
C  -0.467  4.553  -3.151
C  -0.400  3.251  -2.672
C  -0.242  2.926  -1.241
C  -0.610  2.154  -3.556
Te  -0.155  0.157  -2.763
N  -1.802  -0.894  -2.570
C  -1.758  -1.632  -1.474
O  -0.748  -1.774  -0.713
C  -3.126  -2.207  -1.171
C  -3.450  -2.324  0.196
C  -4.732  -2.733  0.612
C  -5.702  -2.871  -0.345
C  -5.447  -2.541  -1.674
C  -4.172  -2.194  -2.130
C  0.587  -0.866  -4.557
C  -0.179  -1.801  -5.357
C  -1.575  -2.246  -5.062
C  0.356  -2.194  -6.590
C  1.567  -1.656  -7.046
C  1.946  -1.998  -8.471
C  2.253  -0.675  -6.332
C  1.830  -0.394  -4.965
C  2.677  0.533  -4.147
C  -1.206  2.381  -4.811
C  -1.819  1.158  -5.415
C  -1.267  3.688  -5.325
H  0.085  6.599  -5.161
H  -1.487  6.875  -4.228
H  -1.403  6.328  -5.907
H  -0.106  5.382  -2.516
H  -0.389  3.885  -0.702
H  0.779  2.616  -0.939
H  -0.967  2.175  -0.888
H  -2.696  -2.202  0.975
H  -4.863  -2.914  1.663
H  -6.735  -3.113  -0.088
H  -6.202  -2.579  -2.433
H  -4.009  -1.964  -3.189
H  -2.281  -1.433  -4.836
H  -1.610  -2.994  -4.240
H  -1.936  -2.794  -5.980
H  -0.168  -2.943  -7.167
H  3.050  -1.989  -8.625
H  1.495  -1.240  -9.138
H  1.546  -2.987  -8.688
H  3.222  -0.291  -6.660
H  3.664  0.785  -4.581
H  2.842  0.205  -3.077
H  2.210  1.509  -4.024
H  -2.372  0.591  -4.629
H  -1.120  0.547  -6.007
H  -2.594  1.410  -6.223
H  -1.553  3.859  -6.347
N  3.105  -4.857  -0.186
C  2.664  -5.869  -0.946
C  1.658  -5.343  -1.756
C  1.561  -3.970  -1.377
N  2.456  -3.707  -0.431
H  3.999  -4.809  0.316
H  2.922  -6.921  -0.790
H  1.064  -5.834  -2.560
H  0.866  -3.245  -1.731
C  3.174  -0.509  6.632
C  3.770  -0.733  5.250
C  5.083  -0.899  4.794
C  5.056  -1.087  3.410
N  3.732  -1.024  2.991
N  3.015  -0.826  4.104
C  6.179  -1.319  2.474
H  3.657  -1.218  7.325
H  2.047  -0.643  6.674
H  3.369  0.536  6.973
H  5.973  -0.963  5.422
H  2.006  -0.739  3.985
H  7.025  -0.721  2.852
H  5.884  -1.020  1.489
H  6.534  -2.434  2.494
C  -1.091  1.723  9.754
C  -2.101  1.492  8.665
S  -1.257  1.652  7.085
O  -0.593  2.924  6.994
O  -0.534  0.423  6.845
C  -2.593  1.681  5.762
C  -2.208  2.214  4.380
N  -0.954  1.683  3.717
C  -0.678  0.387  3.305
N  0.250  0.356  2.344
C  0.593  1.652  2.099
C  -0.229  2.482  2.885
N  -0.233  3.828  2.627
O  0.519  4.268  1.726
O  -1.036  4.579  3.265
C  -1.248  -0.839  3.819
H  -1.455  1.667  10.747
H  -0.632  2.681  9.650
H  -0.224  1.050  9.681
H  -2.828  2.273  8.797
H  -2.559  0.476  8.641
H  -3.425  2.352  6.132
H  -2.946  0.645  5.739
H  -2.094  3.296  4.317
H  -3.039  1.921  3.707
H  1.219  2.020  1.288
H  -1.187  -1.640  3.051
H  -2.313  -0.778  4.096
H  -0.541  -1.165  4.647

Löwdin population analysis, charges in e, atoms 1 to 4:
1. K 0.694
2. C -0.074
3. C -0.242
4. C 0.009

=====

Which one sits at the bottom of the stability order? run two does.

=====

Run one
Entry from OMol25: 17 unconnected molecules or ions with the total composition H34O17 (ωB97M-V/def2-TZVPD).

## Properties
HOMO ... -10.6084 eV
Kohn-Sham gap ... 10.3 eV

Cartesian coordinates (Å):
O  -2.103  2.019  -0.957
H  -2.196  1.513  -0.156
H  -2.261  2.900  -0.671
O  2.965  0.277  -1.836
H  3.290  0.142  -0.943
H  2.183  -0.343  -1.932
O  1.128  -1.827  -2.006
H  0.995  -2.145  -2.894
H  1.774  -2.340  -1.509
O  -0.892  -4.176  -1.641
H  -0.795  -3.358  -1.122
H  -1.190  -3.915  -2.521
O  1.553  2.306  -0.998
H  2.115  1.535  -1.288
H  2.035  3.127  -1.131
O  -0.733  -0.557  2.606
H  -1.477  -0.389  3.139
H  -0.856  -0.094  1.783
O  2.985  2.866  1.227
H  2.305  2.438  0.730
H  3.734  2.743  0.675
O  -0.283  2.764  1.499
H  -0.781  3.589  1.492
H  0.391  3.129  2.074
O  -4.047  -1.699  -0.957
H  -3.074  -1.739  -1.094
H  -4.286  -0.890  -1.457
O  0.091  -0.030  0.177
H  0.061  0.850  -0.186
H  -0.582  -0.488  -0.389
O  1.512  -2.104  1.372
H  1.399  -2.268  2.280
H  0.705  -1.597  1.147
O  -1.526  -1.307  -1.752
H  -1.538  -0.935  -2.629
H  -0.707  -1.714  -1.744
O  -1.386  -2.705  0.844
H  -1.521  -1.927  1.357
H  -0.846  -3.319  1.338
O  1.448  1.115  3.109
H  1.087  1.727  3.784
H  0.733  0.616  2.753
O  -2.849  0.366  1.062
H  -3.296  -0.437  0.755
H  -3.408  1.154  1.185
O  3.276  -0.087  0.910
H  3.069  0.765  1.231
H  2.444  -0.642  0.961
O  -0.292  1.483  -2.911
H  0.429  2.040  -2.698
H  -0.785  1.563  -2.057

Löwdin population analysis, charges in e, atoms 1 to 4:
1. O -0.020
2. H -0.020
3. H 0.047
4. O -0.065

=====

Run two
Entry from OMol25: 17 unconnected molecules or ions with the total composition H34O17 (ωB97M-V/def2-TZVPD).

## Properties
HOMO ... -10.4932 eV
Kohn-Sham gap ... 10.0 eV

Cartesian coordinates (Å):
O  -2.701  -1.403  -1.135
H  -3.251  -0.792  -1.633
H  -1.926  -1.374  -1.732
O  1.926  0.024  -3.486
H  1.866  0.633  -2.756
H  2.067  0.617  -4.212
O  -2.854  1.641  0.810
H  -2.610  2.089  0.021
H  -2.070  1.343  1.327
O  0.962  -0.103  3.699
H  1.075  -0.773  3.024
H  1.855  0.156  3.992
O  2.772  -1.244  -0.734
H  1.913  -0.878  -0.665
H  3.446  -0.580  -0.860
O  0.276  2.769  0.206
H  -0.063  1.892  0.346
H  0.490  3.046  1.079
O  -1.929  -0.987  1.433
H  -2.252  -1.200  0.573
H  -2.698  -0.708  1.946
O  -1.807  -3.202  2.786
H  -1.350  -3.120  3.638
H  -1.588  -2.398  2.338
O  0.255  -0.046  0.002
H  -0.205  0.236  -0.797
H  -0.393  -0.451  0.617
O  -1.164  1.126  -2.018
H  -2.072  0.870  -2.088
H  -1.139  1.128  -2.956
O  1.204  -2.225  2.135
H  1.420  -3.063  2.576
H  0.617  -2.523  1.417
O  2.603  1.078  1.289
H  1.782  0.734  0.910
H  3.009  0.263  1.584
O  2.100  1.865  -1.627
H  1.958  2.414  -2.408
H  1.362  2.063  -1.048
O  -0.025  -3.180  -0.148
H  -0.256  -2.451  -0.756
H  0.782  -3.531  -0.589
O  -0.442  -1.597  -2.632
H  0.257  -1.140  -3.126
H  -0.413  -2.525  -2.992
O  -0.518  3.728  -2.406
H  -0.827  2.855  -2.068
H  -0.013  4.190  -1.703
O  -0.845  1.477  2.856
H  -0.423  2.357  2.716
H  -0.161  0.915  3.246

Löwdin population analysis, charges in e, atoms 1 to 4:
1. O -0.034
2. H 0.057
3. H -0.002
4. O -0.041

=====

Which one sits at the bottom of the stability order? run one does.

=====

Run one
Entry from OMol25: a molecular structure, C27H29As2InN2O3S4SbSe4 (ωB97M-V/def2-TZVPD).

## Properties
Total charge ... -1
HOMO ... -4.3761 eV
Kohn-Sham gap ... 6.3 eV

Cartesian coordinates (Å):
In  -0.240  -0.941  -0.332
O  -2.525  -1.416  -0.624
N  -3.092  -0.757  -1.529
N  -2.522  0.348  -1.834
O  -1.422  0.792  -1.249
C  -3.111  1.151  -2.847
C  -4.438  0.962  -3.227
C  -4.975  1.760  -4.222
C  -4.205  2.741  -4.834
C  -2.890  2.928  -4.440
C  -2.340  2.138  -3.443
H  -5.025  0.194  -2.747
H  -6.006  1.620  -4.523
H  -4.629  3.355  -5.618
H  -2.285  3.689  -4.915
H  -1.313  2.255  -3.128
S  -0.440  -2.525  1.633
S  -0.124  -1.425  3.277
S  1.997  -1.373  3.497
S  2.725  -1.161  1.614
C  1.686  1.815  -2.905
As  2.048  0.856  -1.230
C  2.758  2.356  -0.191
C  3.721  0.019  -1.802
H  2.582  2.328  -3.256
H  0.895  2.550  -2.748
H  1.359  1.100  -3.659
H  3.759  2.623  -0.531
H  2.798  2.080  0.861
H  2.097  3.217  -0.300
H  4.414  0.792  -2.142
H  3.534  -0.676  -2.619
H  4.182  -0.535  -0.986
O  0.018  0.897  1.074
As  -1.217  1.772  1.724
C  -0.920  2.049  3.607
C  0.381  2.374  3.976
C  0.672  2.668  5.298
C  -0.341  2.649  6.247
C  -1.640  2.329  5.877
C  -1.934  2.028  4.556
C  -1.193  3.563  1.010
C  -0.797  3.765  -0.307
C  -0.890  5.029  -0.870
C  -1.361  6.091  -0.109
C  -1.734  5.893  1.214
C  -1.658  4.627  1.775
C  -3.035  1.175  1.494
C  -3.522  0.079  2.200
C  -4.829  -0.336  2.010
C  -5.651  0.342  1.122
C  -5.169  1.437  0.420
C  -3.861  1.855  0.606
H  1.156  2.379  3.218
H  1.685  2.916  5.588
H  -0.116  2.885  7.279
H  -2.427  2.318  6.620
H  -2.946  1.778  4.261
H  -0.435  2.915  -0.872
H  -0.611  5.180  -1.905
H  -1.437  7.078  -0.548
H  -2.094  6.724  1.807
H  -1.954  4.464  2.805
H  -2.874  -0.451  2.884
H  -5.201  -1.202  2.542
H  -6.671  0.011  0.971
H  -5.800  1.961  -0.287
H  -3.472  2.700  0.049
Se  0.621  -5.738  -0.715
Sb  1.906  -3.822  -1.377
Se  3.766  -4.009  -2.909
Se  3.329  -3.111  0.862
Se  0.319  -2.100  -2.471

Löwdin population analysis, charges in e, atoms 1 to 4:
1. In 0.012
2. O -0.196
3. N 0.007
4. N -0.216

=====

Run two
Entry from OMol25: a molecular structure, C27H29As2InN2O3S4SbSe4 (ωB97M-V/def2-TZVPD).

## Properties
Total charge ... -1
HOMO (spin up / spin down) ... -4.9391 / -4.9841 eV
Kohn-Sham gap (spin up / spin down) ... 5.3 / 6.0 eV

Cartesian coordinates (Å):
In  2.184  -0.468  0.083
O  2.900  -2.469  -0.516
N  2.615  -3.406  0.289
N  1.706  -3.123  1.137
O  1.095  -1.957  1.183
C  1.316  -4.116  2.093
C  1.937  -5.359  2.109
C  1.550  -6.284  3.063
C  0.558  -5.976  3.986
C  -0.058  -4.736  3.942
C  0.314  -3.794  2.993
H  2.703  -5.589  1.384
H  2.027  -7.255  3.081
H  0.269  -6.702  4.734
H  -0.842  -4.492  4.648
H  -0.168  -2.832  2.923
S  3.023  0.520  -2.090
S  5.039  1.088  -1.387
S  5.429  0.064  0.367
S  3.838  0.232  1.688
C  -3.685  -4.113  -0.178
As  -2.144  -2.956  0.228
C  -2.649  -1.546  -1.031
C  -0.826  -3.927  -0.856
H  -3.778  -4.238  -1.257
H  -4.598  -3.663  0.214
H  -3.549  -5.088  0.291
H  -3.079  -1.935  -1.950
H  -1.824  -0.879  -1.278
H  -3.407  -0.949  -0.515
H  -1.322  -4.540  -1.607
H  -0.224  -4.566  -0.209
H  -0.175  -3.217  -1.366
O  0.398  0.674  0.279
As  0.209  2.301  -0.102
C  -1.523  2.727  0.582
C  -2.157  1.800  1.400
C  -3.372  2.132  1.984
C  -3.932  3.381  1.761
C  -3.293  4.302  0.940
C  -2.085  3.976  0.345
C  0.173  2.879  -1.923
C  -0.922  2.466  -2.677
C  -0.979  2.774  -4.028
C  0.043  3.502  -4.616
C  1.105  3.962  -3.848
C  1.180  3.644  -2.502
C  1.519  3.209  0.967
C  1.200  3.433  2.303
C  2.162  3.934  3.167
C  3.444  4.194  2.703
C  3.770  3.940  1.380
C  2.814  3.440  0.510
H  -1.707  0.826  1.554
H  -3.881  1.411  2.610
H  -4.878  3.638  2.222
H  -3.739  5.272  0.760
H  -1.592  4.684  -0.312
H  -1.725  1.878  -2.245
H  -1.804  2.400  -4.621
H  0.018  3.694  -5.681
H  1.889  4.556  -4.300
H  2.019  3.998  -1.925
H  0.204  3.219  2.673
H  1.913  4.108  4.205
H  4.199  4.567  3.384
H  4.780  4.097  1.024
H  3.111  3.177  -0.497
Se  -2.989  -0.160  -4.448
Sb  -0.800  -1.189  -4.852
Se  0.358  -0.712  -6.888
Se  -2.032  -3.293  -4.609
Se  0.728  -0.568  -2.871

Löwdin population analysis, charges in e, atoms 1 to 4:
1. In 0.138
2. O -0.188
3. N 0.019
4. N -0.209

=====

Which one sits at the bottom of the stability order? run two does.